Molecular formula: C4H8O2
Method: DFT, ωB97M-V/def2-TZVPD

Summary:
- 2S+1 = 1
- HOMO (eV) = -9.618
- LUMO energy (eV) = 0.90

The geometry in XYZ format:
```
14
Properties=species:S:1:pos:R:3:forces:R:3
C 0.17378 -1.53295 1.38209 0.02 -0.16 0.26
O 0.22573 -0.92349 0.11635 0.04 0.02 -0.05
C -0.88096 -0.08722 -0.13657 -0.17 0.16 -0.03
C -0.45476 0.96755 -1.15274 -0.05 0.07 -0.03
C 0.64876 1.82938 -0.58587 -0.02 0.25 -0.02
O 0.60129 3.03427 -0.50738 0.00 -0.46 -0.05
H 1.06595 -2.15517 1.48151 -0.14 0.07 -0.01
H -0.71910 -2.16454 1.49899 0.11 0.07 -0.05
H 0.17278 -0.77754 2.18315 0.00 -0.12 -0.11
H -1.20842 0.40287 0.79473 0.05 -0.06 -0.12
H -1.73213 -0.67158 -0.51960 0.12 0.08 0.07
H -1.29615 1.60590 -1.43898 0.10 -0.10 0.04
H -0.07503 0.45613 -2.04657 -0.02 0.06 0.10
H 1.52880 1.26546 -0.21737 -0.04 0.13 -0.02
```
Forces are in eV/Å.

Molecular formula: C2H6N2OS
Method: DFT, ωB97M-V/def2-TZVPD

Summary:
- 2S+1 = 1
- HOMO (eV) = -8.749
- LUMO energy (eV) = -0.36

The geometry in XYZ format:
```
12
Properties=species:S:1:pos:R:3:forces:R:3
C 0.40047 -0.59077 0.16844 2.54 -7.98 -0.59
C -0.06981 0.70773 0.18331 -2.21 5.55 -3.64
H 2.44896 -0.68056 0.77287 -1.03 -0.03 -2.73
H 2.33666 -0.34675 -1.01087 -1.39 -0.72 2.48
H -0.17324 -1.35776 -0.64012 1.11 2.44 2.22
H 0.30399 -1.16900 1.19007 -0.24 1.25 -1.85
H -1.81972 1.89563 -0.01919 1.40 -2.39 -1.25
H -2.53755 -0.56473 -0.44076 -0.38 -0.34 -0.16
N 1.90022 -0.85653 -0.15290 0.15 1.13 1.25
N -1.43636 0.92080 -0.39557 1.78 2.58 2.82
O -2.20775 -0.00282 0.25819 -1.95 -1.55 0.61
S 0.85414 2.04476 0.08652 0.22 0.04 0.85
```
Forces are in eV/Å.

Molecular formula: C10H13O2P
Method: DFT, ωB97M-V/def2-TZVPD

Summary:
- 2S+1 = 1
- HOMO (eV) = -8.338
- LUMO energy (eV) = -0.01

The geometry in XYZ format:
```
26
Properties=species:S:1:pos:R:3:forces:R:3
C -1.22254 0.25159 -0.73355 2.02 -1.03 -0.40
C -1.16050 1.00807 2.47708 3.35 -0.47 -1.53
C -2.01474 1.23715 -0.91245 -3.71 2.35 0.85
C -1.63937 0.69632 3.64375 -4.01 -0.94 -0.93
C 0.86002 -0.83482 1.28673 -2.57 -1.13 -0.29
C 0.53229 1.54280 0.16121 -1.36 -1.02 0.76
C 1.08872 -0.76399 -0.25696 -2.03 -1.63 2.25
C 0.26271 0.40638 -0.78943 1.51 -0.40 -0.96
C 0.72110 -2.10573 -0.83837 1.71 -1.82 -2.27
C 0.76967 0.45393 -2.23649 0.72 3.16 -0.34
O -2.85986 2.05972 -0.84509 1.65 -0.98 -0.68
O -2.51472 0.38995 4.37078 2.17 0.61 0.50
P 0.61301 0.86789 1.90206 0.68 1.31 1.20
H -1.61994 -0.70383 -0.68814 -1.15 -1.60 -0.05
H -1.56048 0.72535 1.49826 -1.49 0.04 0.89
H -0.07141 -1.48182 1.55885 1.24 1.09 -0.70
H 1.64458 -1.35938 1.77883 0.87 -0.15 0.45
H 1.43563 1.96943 0.00310 3.10 1.34 -0.57
H -0.18217 2.32188 0.08044 -0.73 0.90 0.03
H 2.12264 -0.69351 -0.40802 1.54 1.13 -0.38
H 0.87068 -2.92409 -0.12607 0.11 0.19 -0.12
H 1.29161 -2.46013 -1.85145 -1.16 1.12 2.39
H -0.30335 -2.10107 -1.09367 -1.26 -0.29 -0.34
H 1.81254 0.75639 -2.37719 0.29 0.29 0.94
H 0.28844 1.19743 -2.87101 -0.60 -0.17 -0.01
H 0.83544 -0.45594 -2.73320 -0.88 -1.91 -0.70
```
Forces are in eV/Å.

Molecular formula: C28H39N7O8PPt
Method: DFT, ωB97M-V/def2-TZVPD

Summary:
- 2S+1 = 1
- net charge = +1
- HOMO (eV) = -11.325
- LUMO energy (eV) = -4.82

The geometry in XYZ format:
```
84
Properties=species:S:1:pos:R:3:forces:R:3
Pt -0.97328 0.79455 -0.19227 -0.76 -1.52 1.32
C 1.71166 2.34712 0.30404 0.37 -0.13 -0.01
N 0.36918 2.66953 -0.18889 -1.24 -1.61 -0.17
C 0.42967 3.28046 -1.52173 -0.07 0.15 -0.25
C -0.35957 3.54197 0.74857 0.00 0.33 0.58
C -1.82257 3.47779 0.49412 0.21 0.21 -0.07
C -2.67624 4.54255 0.74838 -0.16 -0.01 -0.01
C -4.04825 4.37773 0.62567 0.01 -0.04 0.03
C -4.56987 3.14203 0.26897 0.13 0.14 -0.02
C -3.71401 2.08140 -0.00647 -0.17 -0.33 -0.17
C -2.35265 2.27732 0.07430 -0.21 -0.94 -0.32
H 2.31236 3.25639 0.40695 -0.16 0.10 -0.07
H 2.19823 1.67808 -0.40248 -0.04 0.02 -0.02
H 1.63973 1.85540 1.26583 -0.04 0.04 -0.06
H 1.00733 4.20801 -1.48188 -0.01 -0.02 0.13
H -0.57645 3.50389 -1.87413 -0.01 0.00 0.03
H 0.91028 2.60630 -2.22213 0.08 0.05 0.10
H 0.00675 4.57146 0.68757 0.17 -0.08 -0.08
H -0.16907 3.17154 1.75901 0.10 -0.05 -0.05
H -2.27029 5.49394 1.06905 0.03 0.00 -0.02
H -4.71070 5.20753 0.83001 0.00 0.00 0.01
H -5.63984 2.99907 0.20989 0.00 -0.04 -0.01
H -4.13104 1.11082 -0.25315 0.02 -0.02 0.06
O -4.18474 -1.47569 0.83491 0.18 -0.02 -1.17
C -2.99504 -1.28541 0.90930 -0.46 0.30 2.78
O -2.11233 -1.10334 -0.03489 0.92 2.04 -1.78
C -2.35573 -1.32826 2.30355 -0.09 0.32 -1.28
C -2.61027 -2.36408 3.16298 0.01 -0.29 0.45
C -1.83696 -2.49666 4.31378 -0.09 0.37 -0.51
C -0.77002 -1.65785 4.53787 0.33 -0.12 0.29
C -0.50212 -0.64050 3.63966 -0.73 0.39 -0.66
C -1.38213 -0.34654 2.55537 0.84 -1.21 0.89
O -1.31686 0.75605 1.86911 0.91 1.16 -1.28
N 0.74768 0.08263 3.77445 0.34 0.01 0.54
O 1.12540 0.78785 2.85236 -0.12 0.01 0.05
O 1.40119 -0.09672 4.78152 -0.04 0.01 -0.01
N -2.09564 -3.60784 5.23071 0.11 -0.10 0.12
O -1.37621 -3.70353 6.20362 -0.04 0.01 0.01
O -2.99787 -4.36565 4.94475 -0.02 0.02 0.02
H -3.37570 -3.10030 2.95945 -0.06 0.08 -0.12
H -0.11646 -1.81300 5.38412 0.00 -0.01 0.00
C -1.61321 1.89446 -6.36046 -0.01 0.02 0.05
C -1.46658 1.42638 -4.94771 0.00 -0.02 0.09
C -2.56349 1.27910 -4.10209 0.10 -0.18 -0.15
C -2.38098 0.84234 -2.80830 -0.20 -0.11 0.06
N -1.16680 0.58081 -2.30426 0.33 1.15 0.71
C -0.10475 0.68872 -3.11507 0.23 -0.30 -0.11
C -0.21511 1.09502 -4.42410 -0.15 -0.19 -0.11
H -2.64515 2.14859 -6.58984 0.01 0.02 -0.02
H -1.28720 1.11482 -7.05023 0.01 0.01 0.00
H -0.98545 2.76946 -6.53228 -0.01 0.00 -0.04
H -3.56252 1.49438 -4.45473 -0.02 -0.04 0.03
H -3.22164 0.67702 -2.15101 0.05 0.10 0.04
H 0.85144 0.41076 -2.68892 -0.04 0.08 0.12
H 0.66898 1.14412 -5.04579 0.03 0.01 0.04
C 3.86211 -0.18772 1.39868 0.10 -0.05 0.03
N 3.58048 -0.92446 0.16499 -0.48 0.40 -0.09
C 4.35774 -0.45548 -0.97816 0.12 -0.11 -0.01
P 2.05513 -1.50743 -0.09761 0.62 -1.21 0.25
O 0.97414 -0.53450 -0.45718 -0.61 0.36 -0.02
N 1.71010 -2.36958 1.27715 -0.01 0.56 -0.11
C 2.71207 -3.07347 2.06845 -0.04 -0.02 0.09
C 0.39090 -2.99336 1.29719 0.02 -0.06 -0.01
N 2.27487 -2.57094 -1.36104 -0.36 0.57 -0.10
C 3.21533 -3.66846 -1.19545 0.00 -0.05 -0.02
C 1.15819 -2.85484 -2.25402 0.07 -0.02 -0.13
H 4.80305 -0.53059 1.83377 -0.01 -0.01 0.01
H 3.05960 -0.32292 2.11754 0.07 -0.02 0.07
H 3.95867 0.88347 1.20081 -0.02 0.00 -0.03
H 5.41260 -0.68734 -0.81954 0.00 0.03 -0.01
H 4.26653 0.62825 -1.11339 -0.02 0.00 0.04
H 4.02386 -0.95226 -1.88561 0.05 -0.01 -0.01
H 3.71045 -2.72239 1.82714 0.02 -0.04 0.04
H 2.66685 -4.15189 1.88929 0.01 0.01 -0.04
H 2.52896 -2.90083 3.13255 0.01 -0.01 -0.01
H -0.31226 -2.38267 0.73592 -0.08 -0.03 0.05
H 0.05110 -3.08302 2.32929 -0.06 0.01 -0.02
H 0.40670 -3.99850 0.85719 0.08 0.01 0.02
H 4.05339 -3.34871 -0.58006 0.03 -0.06 -0.01
H 3.59878 -3.97021 -2.17183 0.01 0.03 0.00
H 2.74843 -4.54543 -0.73348 -0.01 0.02 0.02
H 0.46817 -2.01488 -2.24981 -0.05 -0.06 -0.02
H 0.61238 -3.75681 -1.95772 0.00 0.02 0.04
H 1.52657 -3.00506 -3.27215 0.00 -0.01 0.01
```
Forces are in eV/Å.

Molecular formula: H26K2O17P
Method: DFT, ωB97M-V/def2-TZVPD

Summary:
- 2S+1 = 1
- net charge = -1
- HOMO (eV) = -6.534
- LUMO energy (eV) = 1.57

The geometry in XYZ format:
```
46
Properties=species:S:1:pos:R:3:forces:R:3
K -2.53725 -2.23211 -1.35289 0.21 0.12 0.04
K 0.99419 -2.66406 1.97511 0.15 0.36 -0.01
P -0.12409 -0.28114 0.20743 1.12 0.31 1.97
O -0.62248 0.67947 -0.87291 -0.50 -1.04 -0.06
O -1.27928 -1.15939 0.76479 0.98 -0.24 -0.79
O 0.49680 0.52700 1.43473 -0.94 -2.29 -2.01
O 0.94983 -1.19445 -0.44941 -1.74 0.71 1.69
O -2.65805 1.59435 -2.37752 -0.79 0.20 -0.64
H -1.89283 1.32560 -1.86914 0.80 -0.21 0.52
H -2.29431 2.05835 -3.13160 -0.08 0.14 -0.12
O -3.43677 0.14462 0.02947 -1.34 -0.43 -0.55
H -2.62274 -0.25133 0.34061 0.64 -0.01 0.64
H -3.15951 0.76516 -0.64454 -0.23 0.48 0.00
O 0.98626 2.81323 2.55972 0.12 0.96 0.99
H 1.71984 3.15241 2.04684 0.07 0.06 -0.36
H 0.89683 1.90291 2.27768 -0.12 -0.29 -0.25
O -0.87616 -1.00959 -3.23837 -0.45 -0.72 -0.46
H -0.60362 -0.54317 -2.44818 0.38 0.64 0.66
H -0.45157 -0.53711 -3.95441 0.13 0.03 -0.12
O 2.50468 -0.34008 -2.20921 1.25 -0.22 -1.35
H 1.94085 0.38241 -2.48549 0.00 0.37 -0.17
H 2.00364 -0.78852 -1.52797 -0.32 0.07 0.08
O 2.24100 -0.13684 3.32527 0.67 -0.85 0.88
H 1.63461 0.04357 2.60696 -0.73 0.37 -0.71
H 2.94866 0.49674 3.20681 0.15 0.11 -0.04
O -1.55370 0.39271 2.99419 -1.12 0.00 1.64
H -1.86007 -0.35983 2.48818 0.12 0.17 -0.20
H -0.78747 0.70820 2.51504 0.33 -0.14 -0.31
O -2.59334 -3.04922 2.01235 -0.49 -1.09 0.27
H -3.43098 -2.67880 2.29052 -0.19 0.06 0.20
H -2.10941 -2.30546 1.65336 0.62 0.82 -0.50
O 0.30430 -3.39577 -1.25252 -1.19 -2.45 -0.55
H 0.57550 -3.22641 -2.15474 0.21 0.13 -0.17
H 0.45143 -2.56632 -0.79799 0.42 1.31 0.14
O 1.05777 1.92819 -2.17614 0.98 1.12 -1.86
H 0.51474 2.53028 -2.68490 0.07 0.30 -0.02
H 0.43997 1.47279 -1.60415 -1.15 -0.51 0.81
O 2.42221 1.57087 0.15375 1.52 0.62 0.01
H 2.04042 1.48588 -0.71988 0.45 0.29 -0.14
H 1.75855 1.21032 0.74180 -0.38 -0.22 0.21
O -1.32947 2.64225 0.68376 -0.66 0.94 0.12
H -0.99155 1.87405 0.22341 -0.02 0.16 -0.23
H -0.90950 2.61091 1.54334 0.16 0.32 0.20
O 3.15353 -2.24076 0.03287 1.30 -1.24 0.82
H 3.78010 -1.51774 0.00300 0.12 0.25 -0.06
H 2.30855 -1.83414 -0.15923 -0.54 0.55 -0.20
```
Forces are in eV/Å.

Molecular formula: C4H13O4
Method: DFT, ωB97M-V/def2-TZVPD

Summary:
- 2S+1 = 1
- net charge = -1
- HOMO (eV) = -4.540
- LUMO energy (eV) = 4.00

The geometry in XYZ format:
```
21
Properties=species:S:1:pos:R:3:forces:R:3
C 1.31393 -0.17898 -1.02024 3.91 0.24 -1.23
O 1.03837 -0.15548 -2.42403 -3.00 0.35 0.75
C 1.01642 1.08672 -0.22896 1.96 1.27 -0.14
C 0.58778 0.87958 1.23253 0.64 0.43 0.52
C -0.96949 0.61778 1.45622 2.75 2.77 3.07
O -1.43708 -0.38177 0.81214 -1.78 -3.55 -2.87
H 1.06044 -1.10194 -0.61687 -1.74 -1.46 1.17
H 2.44804 -0.35678 -0.95323 -1.02 0.55 -0.27
H -0.04067 -0.12216 -2.38758 2.72 0.17 -0.24
H 0.32260 1.63149 -0.89967 0.20 0.21 0.90
H 2.05352 1.69488 -0.15331 -2.32 -1.01 -0.53
H 1.24334 0.05783 1.64815 -1.05 0.17 -0.47
H 1.00578 1.73365 1.85954 -1.05 -0.47 -0.69
H -1.52853 1.62134 1.22604 0.74 -1.05 0.60
H -0.97713 0.35165 2.58951 -0.46 1.10 -0.92
H -0.98459 -1.78707 0.74579 0.82 -1.64 0.81
H -0.81919 -3.25170 0.05230 -0.10 -0.16 -0.38
O -0.59903 -2.79009 0.85626 -0.50 1.52 0.02
H -1.98104 0.81908 -1.54575 -0.90 1.15 0.54
H -1.31204 -0.43236 -0.62531 -0.95 2.31 -0.70
O -1.44143 0.06431 -1.62354 1.12 -2.87 0.05
```
Forces are in eV/Å.